{"formula": "C81H58BrNO15S", "method": "ωB97M-V/def2-TZVPD", "species": ["C", "C", "C", "C", "C", "C", "O", "C", "N", "O", "S", "O", "O", "O", "C", "C", "C", "C", "Br", "H", "H", "H", "H", "H", "H", "H", "H", "H", "H", "H", "H", "H", "H", "H", "H", "H", "H", "C", "C", "C", "C", "C", "C", "C", "O", "C", "C", "C", "C", "C", "C", "C", "O", "H", "H", "H", "H", "H", "H", "H", "H", "C", "C", "C", "C", "C", "C", "C", "O", "C", "C", "C", "C", "C", "C", "C", "O", "H", "H", "H", "H", "H", "H", "H", "H", "C", "C", "C", "C", "C", "C", "C", "O", "C", "C", "C", "C", "C", "C", "C", "O", "H", "H", "H", "H", "H", "H", "H", "H", "C", "C", "C", "C", "C", "C", "C", "O", "C", "C", "C", "C", "C", "C", "C", "O", "H", "H", "H", "H", "H", "H", "H", "H", "C", "C", "C", "C", "C", "C", "C", "O", "C", "C", "C", "C", "C", "C", "C", "O", "H", "H", "H", "H", "H", "H", "H", "H"], "positions_angstrom": [[5.524300, -0.795909, 0.887236], [4.456698, -1.468019, -0.186136], [4.955383, -2.996309, -0.558929], [2.878877, -1.417318, 0.366227], [1.983231, -0.319613, -0.455944], [1.106755, 0.707635, 0.471080], [1.234592, 0.689628, 1.935992], [2.479654, 1.343017, 2.368577], [3.634160, 1.659095, 2.900139], [1.465952, 2.030047, -0.140740], [0.452238, 2.023733, -1.554111], [-0.355280, 3.302303, -1.883745], [1.359618, 1.847884, -2.794817], [-0.703055, 0.775385, -1.191074], [-0.524701, 0.684282, 0.265968], [-1.454427, -0.326078, 1.158868], [-1.884082, -1.722397, 0.416073], [-3.533593, -1.905115, 0.286971], [-4.115403, -2.055802, -1.622042], [6.602506, -0.945396, 0.407356], [5.533587, -1.395554, 1.892970], [5.374837, 0.369846, 1.025285], [4.586175, -0.838183, -1.192063], [5.093669, -3.701147, 0.364365], [6.029112, -2.877211, -1.066743], [4.254178, -3.458757, -1.373987], [2.431836, -2.489489, 0.098620], [2.838827, -1.327166, 1.531861], [2.756580, 0.341250, -1.079461], [1.341215, -0.893408, -1.282536], [-0.882903, 1.763139, 0.628801], [-2.468722, 0.259847, 1.386752], [-1.013646, -0.608770, 2.211576], [-1.532386, -2.633429, 1.099702], [-1.320716, -1.829706, -0.603628], [-4.136769, -1.031393, 0.787847], [-3.847063, -2.895891, 0.839902], [8.546091, 9.803937, 4.788043], [9.348712, 8.834994, 4.186416], [8.829641, 7.567815, 3.916061], [7.506636, 7.264294, 4.259576], [6.711886, 8.225223, 4.883370], [7.229192, 9.502077, 5.137824], [5.330892, 7.900431, 5.295004], [4.630918, 8.745086, 5.839814], [4.809088, 6.541345, 5.048662], [3.521885, 6.202359, 5.485745], [3.015635, 4.923269, 5.245006], [3.787378, 3.984572, 4.560801], [5.072113, 4.317755, 4.129189], [5.587389, 5.595906, 4.382479], [6.960596, 5.927083, 3.953554], [7.641256, 5.101174, 3.356252], [8.947719, 10.794426, 4.990406], [10.379015, 9.066314, 3.925364], [9.460497, 6.818050, 3.441434], [6.610317, 10.261706, 5.612162], [2.911622, 6.930402, 6.017851], [2.017890, 4.660510, 5.589875], [3.390537, 2.990449, 4.366758], [5.670642, 3.578131, 3.599942], [-1.504550, 5.606201, -5.252530], [-1.101498, 5.280348, -3.957781], [-1.907492, 5.618653, -2.869575], [-3.115379, 6.296153, -3.075668], [-3.506389, 6.643623, -4.368149], [-2.704629, 6.287574, -5.460449], [-4.753985, 7.401853, -4.593245], [-5.099965, 7.704374, -5.728588], [-5.573438, 7.797527, -3.430482], [-6.728380, 8.566418, -3.624801], [-7.516345, 8.933632, -2.531831], [-7.159544, 8.527388, -1.246322], [-6.006514, 7.766130, -1.049218], [-5.206741, 7.408916, -2.142880], [-3.970063, 6.634084, -1.920134], [-3.653279, 6.280585, -0.790143], [-0.880901, 5.334439, -6.101371], [-0.160012, 4.760516, -3.794810], [-1.588924, 5.356433, -1.862028], [-3.010115, 6.543490, -6.473476], [-7.015731, 8.885023, -4.625564], [-8.409883, 9.535114, -2.684416], [-7.777068, 8.807155, -0.395551], [-5.731627, 7.456763, -0.042186], [5.817307, -5.522692, 6.297643], [5.816755, -4.798574, 5.105730], [4.999130, -5.197050, 4.046969], [4.187926, -6.330967, 4.176007], [4.206944, -7.069008, 5.358828], [5.014982, -6.657292, 6.426664], [3.392881, -8.294832, 5.488172], [3.406310, -8.941746, 6.528146], [2.569806, -8.734216, 4.343807], [1.838105, -9.925710, 4.432120], [1.046596, -10.341664, 3.359361], [0.976189, -9.566535, 2.202169], [1.708421, -8.382027, 2.109319], [2.514483, -7.970362, 3.178959], [3.312962, -6.734646, 3.057337], [3.255259, -6.055225, 2.038882], [6.447593, -5.206895, 7.126097], [6.451628, -3.921598, 5.000706], [5.000004, -4.623867, 3.121302], [5.024750, -7.220731, 7.358050], [1.885055, -10.535099, 5.333256], [0.483365, -11.269847, 3.428067], [0.354049, -9.886587, 1.369147], [1.652319, -7.784581, 1.200862], [-7.474586, -5.984451, -0.807557], [-8.640943, -6.728607, -0.631915], [-9.711058, -6.190829, 0.084966], [-9.610156, -4.908801, 0.638767], [-8.434893, -4.174670, 0.484046], [-7.368572, -4.709104, -0.250834], [-8.298914, -2.841649, 1.105851], [-7.268176, -2.194624, 0.967429], [-9.418941, -2.303863, 1.903601], [-9.281795, -1.066722, 2.546655], [-10.341031, -0.544636, 3.292150], [-11.540183, -1.249898, 3.389696], [-11.677618, -2.485138, 2.754766], [-10.611026, -3.017433, 2.018302], [-10.753750, -4.340995, 1.380205], [-11.805703, -4.963611, 1.469292], [-6.644020, -6.399848, -1.374062], [-8.718742, -7.727648, -1.055053], [-10.620449, -6.775513, 0.213610], [-6.453004, -4.136275, -0.387365], [-8.350002, -0.508217, 2.472898], [-10.230557, 0.413713, 3.794976], [-12.367979, -0.840090, 3.964351], [-12.615082, -3.032291, 2.839428], [5.552055, -2.865373, -8.572777], [4.713077, -3.634694, -9.378549], [3.328147, -3.548283, -9.227651], [2.780178, -2.698475, -8.259133], [3.619715, -1.947859, -7.437011], [5.008929, -2.022666, -7.601929], [3.054359, -1.085809, -6.379034], [3.791010, -0.423399, -5.658768], [1.589933, -1.040422, -6.196064], [1.043506, -0.272313, -5.159595], [-0.341169, -0.213251, -4.987832], [-1.182288, -0.911450, -5.853806], [-0.640456, -1.681884, -6.883706], [0.749102, -1.754043, -7.048797], [1.313702, -2.600082, -8.118751], [0.575330, -3.217717, -8.877385], [6.631110, -2.925760, -8.696544], [5.136844, -4.301014, -10.126626], [2.679195, -4.147954, -9.863775], [5.670175, -1.429289, -6.972885], [1.693085, 0.278362, -4.481059], [-0.763118, 0.379598, -4.179153], [-2.261218, -0.859839, -5.724719], [-1.303175, -2.228164, -7.552859]], "forces_ev_per_angstrom": [[0.565, -0.400, -0.997], [0.631, 0.230, 0.206], [0.720, 0.822, -0.552], [0.220, -1.475, -0.880], [1.377, -0.603, 0.006], [-1.197, -0.756, -1.439], [4.540, 2.859, -0.604], [6.513, 0.017, 3.382], [-10.592, -3.137, -5.338], [-2.989, -1.170, -0.991], [0.171, 4.648, -6.401], [2.367, -4.632, 3.158], [-2.780, -1.100, 5.079], [2.653, 1.151, 0.865], [-0.194, 1.809, 2.407], [-1.353, -0.526, -0.508], [0.020, -0.725, 0.593], [0.597, -0.233, 1.394], [0.310, 0.107, 1.152], [-2.221, 0.382, 1.048], [-0.216, 1.352, -1.765], [0.108, -2.567, -0.071], [-0.614, -1.340, 2.135], [-0.557, 1.357, -1.696], [-2.302, -0.326, 1.111], [1.232, 0.726, 1.721], [0.871, 2.278, 0.766], [0.111, 0.085, -2.243], [-1.876, -1.303, 1.510], [1.029, 1.483, 2.083], [1.014, -2.216, -0.351], [2.352, -1.111, -0.559], [-0.367, 1.012, -2.297], [-0.628, 2.016, -1.545], [-1.364, 0.200, 1.825], [1.285, -1.649, -1.202], [0.556, 2.017, -1.372], [-0.319, -0.179, 0.055], [-0.245, -0.300, -0.031], [0.155, 0.304, 0.055], [0.479, 0.439, 0.017], [0.499, 0.423, -0.042], [0.307, 0.056, -0.074], [-0.868, 0.950, 0.637], [0.414, -0.458, -0.303], [-0.482, -0.409, 0.091], [-0.166, -0.276, -0.046], [0.339, 0.404, -0.003], [0.183, 0.264, 0.200], [-0.284, -0.060, 0.116], [-0.476, -0.459, 0.016], [0.802, -1.058, -0.729], [-0.396, 0.524, 0.374], [-0.094, -0.181, -0.030], [-0.194, -0.058, 0.033], [-0.309, 0.075, 0.108], [0.018, -0.315, -0.098], [0.292, -0.044, -0.169], [0.178, 0.074, -0.050], [0.207, 0.569, 0.259], [-0.046, 0.277, 0.118], [-0.343, 0.192, 0.096], [-0.204, 0.150, 0.117], [0.153, -0.014, -0.172], [0.537, -0.237, -0.231], [0.452, -0.247, -0.275], [0.236, -0.131, 0.045], [-0.277, 0.281, -1.382], [0.145, -0.142, 0.650], [-0.549, 0.344, 0.283], [-0.209, 0.098, 0.274], [0.290, -0.168, -0.240], [0.322, -0.197, -0.060], [-0.267, 0.189, -0.058], [-0.559, 0.306, 0.252], [0.505, -0.476, 1.307], [-0.241, 0.225, -0.633], [-0.126, 0.058, 0.148], [-0.241, 0.103, -0.002], [-0.237, 0.120, -0.259], [-0.072, 0.031, 0.320], [0.217, -0.186, 0.184], [0.173, -0.118, 0.005], [0.129, -0.060, -0.149], [0.092, 0.003, -0.326], [-0.237, -0.273, -0.071], [-0.258, -0.178, -0.217], [0.204, 0.115, 0.252], [0.433, 0.369, 0.244], [0.416, 0.416, 0.252], [0.184, 0.250, -0.043], [0.036, -0.770, 1.276], [-0.014, 0.390, -0.633], [-0.412, -0.463, -0.291], [-0.198, -0.112, -0.256], [0.247, 0.217, 0.244], [0.228, 0.290, 0.080], [-0.160, -0.277, 0.024], [-0.423, -0.411, -0.270], [-0.046, 0.810, -1.215], [0.022, -0.373, 0.582], [-0.127, -0.076, -0.150], [-0.130, -0.157, 0.005], [-0.132, -0.244, 0.164], [-0.112, 0.014, -0.310], [0.093, 0.290, -0.149], [0.116, 0.180, 0.010], [0.128, 0.076, 0.149], [0.146, -0.039, 0.298], [-0.069, 0.304, 0.187], [-0.216, 0.249, 0.200], [0.234, -0.151, -0.174], [0.279, -0.469, -0.314], [0.253, -0.464, -0.343], [-0.018, -0.290, -0.090], [1.167, 0.706, -0.187], [-0.486, -0.338, 0.116], [-0.242, 0.483, 0.397], [-0.262, 0.135, 0.191], [0.235, -0.234, -0.240], [0.075, -0.310, -0.203], [0.045, 0.273, 0.150], [-0.267, 0.483, 0.367], [-1.325, -0.806, 0.107], [0.678, 0.405, -0.047], [-0.145, 0.103, 0.106], [-0.008, 0.193, 0.079], [0.150, 0.296, 0.048], [-0.277, 0.010, 0.101], [-0.181, -0.265, -0.106], [-0.003, -0.181, -0.111], [0.150, -0.095, -0.116], [0.316, -0.003, -0.120], [-0.237, 0.177, 0.220], [-0.352, 0.109, 0.122], [0.336, -0.044, -0.062], [0.535, -0.245, -0.260], [0.517, -0.243, -0.321], [0.115, -0.206, -0.218], [0.835, 0.810, 0.872], [-0.396, -0.410, -0.407], [-0.566, 0.182, 0.332], [-0.226, 0.012, 0.067], [0.379, -0.094, -0.127], [0.235, -0.173, -0.223], [-0.114, 0.159, 0.235], [-0.514, 0.205, 0.274], [-0.954, -0.746, -0.908], [0.466, 0.361, 0.457], [-0.202, 0.026, 0.038], [-0.098, 0.127, 0.129], [0.015, 0.239, 0.234], [-0.312, -0.086, -0.061], [-0.081, -0.176, -0.291], [0.106, -0.078, -0.155], [0.199, -0.018, -0.036], [0.318, 0.067, 0.083]], "lowdin_charge": [-0.1221, -0.3728, -0.1195, -0.1447, -0.0755, -0.3701, -0.0042, -0.0582, 0.1699, -0.1752, 0.9214, -0.2989, -0.2954, -0.2004, -0.2359, -0.1016, -0.2440, -0.5832, 0.5339, 0.0844, 0.0780, 0.0735, 0.1378, 0.0766, 0.0900, 0.0827, 0.1189, 0.1137, 0.1340, 0.1513, 0.1764, 0.1318, 0.1360, 0.1211, 0.1015, 0.0756, 0.0769, -0.0600, -0.0597, 0.0049, -0.0863, -0.0854, 0.0052, -0.2797, 0.0946, -0.0888, 0.0042, -0.0531, -0.0779, 0.0061, -0.0854, -0.2785, 0.0954, 0.1069, 0.1069, 0.1211, 0.1210, 0.1202, 0.1056, 0.0428, 0.1128, -0.0501, -0.0553, 0.0034, -0.0822, -0.0890, 0.0040, -0.2800, 0.0942, -0.0855, 0.0054, -0.0605, -0.0616, 0.0040, -0.0859, -0.2779, 0.0942, 0.1083, 0.0985, 0.1062, 0.1202, 0.1210, 0.1066, 0.1063, 0.1201, -0.0556, -0.0554, 0.0055, -0.0860, -0.0850, 0.0077, -0.2783, 0.0987, -0.0857, 0.0076, -0.0568, -0.0583, 0.0054, -0.0865, -0.2789, 0.0875, 0.1089, 0.1084, 0.1109, 0.1222, 0.1221, 0.1082, 0.1079, 0.1208, -0.0548, -0.0562, 0.0068, -0.0857, -0.0827, 0.0074, -0.2757, 0.0819, -0.0855, 0.0056, -0.0575, -0.0570, 0.0075, -0.0853, -0.2777, 0.0977, 0.1087, 0.1081, 0.1221, 0.0964, 0.1201, 0.1079, 0.1083, 0.1221, -0.0595, -0.0593, 0.0050, -0.0865, -0.0856, 0.0053, -0.2782, 0.0985, -0.0820, 0.0091, -0.0467, -0.0516, 0.0060, -0.0879, -0.2789, 0.0946, 0.1072, 0.1071, 0.1213, 0.1210, 0.0946, 0.0978, 0.1087, 0.1211], "smiles": "CC(C)CC[C@@]1(OC#N)OS(=O)(=O)O[C@H]1CCCBr.O=C1c2ccccc2C(=O)c2ccccc21.O=C1c2ccccc2C(=O)c2ccccc21.O=C1c2ccccc2C(=O)c2ccccc21.O=C1c2ccccc2C(=O)c2ccccc21.O=C1c2ccccc2C(=O)c2ccccc21", "homo_energy_ev": -9.44, "lumo_energy_ev": -1.3}